Here is a molecular structure, C25H48Br4F6N4O11S2V from OMol25. Energies are from ωB97M-V with the def2-TZVPD basis set.

XYZ file:
```
101
C25H48Br4F6N4O11S2V | OMol25 | ωB97M-V with the def2-TZVPD basis set
O -27.0621 -2.0882 -8.3817
V -27.4405 -2.0096 -6.7736
C -24.0329 -2.4808 0.4186
C -25.5544 -2.2082 0.2187
N -25.9340 -2.0860 -1.2756
C -25.1881 -0.8794 -1.9866
C -25.5343 -3.4569 -1.9685
C -26.1390 -4.6464 -1.2483
C -27.4502 -1.8442 -1.5132
C -27.9505 -0.4072 -1.3737
O -27.7624 -0.0799 -0.0175
C -28.3695 1.1280 0.4173
H -23.4332 -1.6982 -0.0462
H -23.6149 -3.4036 0.0162
H -23.6453 -2.4665 1.4373
H -25.7340 -1.2510 0.7081
H -26.2892 -2.8659 0.6830
H -25.6404 -0.8536 -2.9780
H -24.2012 -1.3087 -2.1592
H -25.2427 -0.0083 -1.3337
H -24.4500 -3.5558 -2.0187
H -25.9434 -3.3592 -2.9741
H -25.5110 -4.9771 -0.4211
H -26.2083 -5.5838 -1.8001
H -27.0862 -4.5142 -0.7254
H -27.9655 -2.3913 -0.7237
H -27.6864 -2.3837 -2.4304
H -29.0101 -0.5016 -1.6110
H -27.5411 0.2937 -2.1011
H -29.4362 1.2074 0.2078
H -27.9769 2.0521 -0.0071
H -28.3600 1.2635 1.4988
C -28.2778 -8.4488 -2.4280
C -29.6757 -8.9439 -2.4554
O -30.6975 -8.3782 -1.9932
O -29.9479 -10.0236 -2.9894
H -28.1703 -7.4226 -2.0769
H -28.0290 -8.6050 -3.4777
H -27.7325 -9.0434 -1.6951
C -28.2785 -5.6878 -4.7838
C -28.0334 -4.4045 -5.4954
O -28.1801 -3.2671 -4.9853
O -27.6222 -4.4591 -6.6849
H -28.9757 -6.3357 -5.3149
H -28.7742 -5.6831 -3.8131
H -27.3082 -6.1257 -4.5493
C -29.7964 1.1578 -5.4449
F -29.9926 1.5922 -6.6520
F -30.0366 2.0690 -4.5302
F -30.5404 0.0620 -5.3302
S -27.9799 0.6815 -5.2686
O -27.4421 1.8658 -4.6223
O -27.8851 -0.4681 -4.4160
N -27.4492 0.1347 -6.8535
S -26.7013 1.4470 -7.4165
O -27.4937 2.6643 -7.3289
O -25.3404 1.5573 -6.8816
C -26.5802 1.1287 -9.3103
F -25.6470 0.2276 -9.5941
F -27.7942 0.7698 -9.6963
F -26.2411 2.2863 -9.9308
C -32.7577 -6.0942 -8.3292
O -32.6481 -6.1607 -9.5525
N -31.7238 -6.1220 -7.4572
C -31.9203 -6.0952 -5.9528
C -30.3245 -6.3127 -7.8614
H -33.7383 -5.9854 -7.8406
H -31.2817 -6.8036 -5.4253
H -31.5203 -5.1306 -5.6404
H -32.8933 -6.3532 -5.5348
H -29.7228 -5.5147 -7.4262
H -29.9397 -7.2254 -7.4066
H -30.1068 -6.2740 -8.9287
C -33.0965 -5.4941 -1.4673
C -32.3156 -5.0855 -2.7078
C -30.9871 -4.3792 -2.4355
C -31.2431 -3.0260 -2.0229
N -31.4313 -1.9329 -1.6750
H -32.5597 -6.3336 -1.0256
H -34.0643 -5.7532 -1.8968
H -33.2334 -4.6642 -0.7741
H -32.9197 -4.5433 -3.4353
H -32.1282 -6.0259 -3.2260
H -30.4832 -4.3225 -3.4004
H -30.2829 -4.9360 -1.8174
Br -24.2141 -7.2805 -3.4531
C -24.2131 -5.6238 -4.5891
C -24.4484 -5.9676 -6.1199
Br -22.8667 -7.0280 -6.6556
H -23.3175 -5.0115 -4.4838
H -25.0508 -5.0157 -4.2475
H -24.4279 -5.0704 -6.7385
H -25.3969 -6.4861 -6.2597
Br -24.2388 -6.2811 -11.8181
C -24.4078 -5.9373 -9.8229
C -25.5710 -4.9963 -9.5210
Br -27.2616 -6.0084 -9.7440
H -23.4910 -5.5073 -9.4197
H -24.2983 -6.8974 -9.3185
H -25.5562 -4.1649 -10.2256
H -25.4862 -4.5782 -8.5179
```

Summary:
2S+1: 3
Max |F| in eV/Å: 4.57
Lowest unoccupied orbital energy (alpha / beta) in eV: 1.080 / 0.984
E_HOMO (alpha / beta) in eV: -4.00 / -4.00
⟨S²⟩: 2.052
Net charge: -1